# C42H84AgCl10F4N2O32S4

C42H84AgCl10F4N2O32S4 as an isolated structure in a non-equilibrium geometry (ωB97M-V/def2-TZVPD, the OMol25 dataset).

Each line ends with the Mulliken charge.
Atoms and positions in Å:
1 Ag -1.9094 -1.4337 0.4187  4.741
2 N 0.0772 -0.7105 1.0565  -0.536
3 S 1.4231 -0.7854 -0.0656  -0.242
4 O 1.8883 -2.1321 -0.1362  -0.332
5 O 2.4028 0.1973 0.3715  -0.341
6 F 0.9885 -0.3563 -1.2762  0.018
7 S 0.3560 0.3428 2.1815  0.435
8 O 0.0035 1.6477 1.6829  -0.366
9 O 1.3578 -0.0597 3.0689  0.057
10 F -1.0374 -0.0578 3.0085  0.013
11 N -3.9334 -2.1792 0.7121  -1.467
12 S -4.5281 -3.5479 0.0681  0.569
13 O -5.6304 -3.2336 -0.7879  -0.645
14 O -4.5443 -4.7075 0.9234  -0.551
15 F -3.3557 -3.7153 -1.0554  -0.157
16 S -5.0036 -1.4902 1.6846  0.621
17 O -5.7266 -2.5877 2.2719  -0.678
18 O -5.4964 -0.1949 1.2972  -0.545
19 F -4.1070 -1.0199 2.9554  0.080
20 C 6.1217 3.4118 0.7013  -1.255
21 C 5.3544 2.1479 1.1988  -0.099
22 O 4.5461 2.4947 2.2941  -0.105
23 C 4.4544 1.6242 3.2394  0.829
24 O 4.8946 0.4916 3.1881  -0.646
25 O 3.7678 2.1296 4.2754  -0.297
26 C 3.4138 1.2193 5.3005  -0.623
27 H 6.6397 3.0818 -0.1986  0.402
28 H 6.8307 3.7769 1.4424  0.368
29 H 5.3631 4.1705 0.4441  0.200
30 H 6.0834 1.3691 1.4181  0.403
31 H 4.7472 1.7008 0.4576  -0.006
32 H 2.5380 0.6184 5.0632  -0.123
33 H 3.1890 1.8320 6.1658  0.296
34 H 4.2154 0.5445 5.4800  0.474
35 C 0.7998 5.2347 -5.8597  -1.170
36 C 0.8730 3.9222 -6.6180  -0.037
37 O -0.4817 3.4203 -6.8390  -0.400
38 C -0.9746 2.7068 -5.8149  0.482
39 O -0.3462 2.3470 -4.8270  -0.185
40 O -2.2174 2.4048 -6.1401  -0.385
41 C -2.9108 1.4519 -5.2887  -0.221
42 H 0.2265 5.9357 -6.4237  0.384
43 H 1.7919 5.6533 -5.7534  0.399
44 H 0.2974 5.1135 -4.8681  0.118
45 H 1.4834 3.1822 -6.1131  0.163
46 H 1.3088 4.1341 -7.5875  0.380
47 H -3.9893 1.7360 -5.2287  0.283
48 H -2.5377 1.4080 -4.2625  -0.163
49 H -2.7977 0.4565 -5.6705  0.376
50 C -4.2887 -5.1645 4.2282  -1.883
51 C -3.3472 -4.0574 3.8720  1.450
52 O -2.0291 -4.5581 3.8417  -0.461
53 C -1.0689 -3.6784 3.6373  -0.117
54 O -1.2964 -2.4893 3.5815  0.686
55 O 0.1175 -4.2864 3.2926  -0.492
56 C 1.1828 -3.3415 3.1380  0.800
57 H -5.1344 -4.7290 4.7172  0.390
58 H -3.7944 -5.9012 4.8158  0.465
59 H -4.5943 -5.6856 3.3240  0.371
60 H -3.3735 -3.2939 4.6413  -0.338
61 H -3.5478 -3.5161 2.9868  -0.333
62 H 1.7584 -3.2727 4.0799  -0.279
63 H 0.8151 -2.3288 2.9534  -0.475
64 H 1.8628 -3.6952 2.3251  0.071
65 C -6.4241 0.0972 -2.2381  -1.710
66 C -4.9475 0.0636 -2.2133  1.154
67 O -4.5116 -0.7780 -3.2609  -0.439
68 C -3.2546 -1.1971 -3.1662  0.308
69 O -2.4677 -1.0116 -2.2203  -0.111
70 O -2.9562 -1.7997 -4.2686  -0.452
71 C -1.7810 -2.5996 -4.2410  -0.561
72 H -6.9189 -0.8664 -2.1213  0.300
73 H -6.7848 0.4194 -3.2196  0.462
74 H -6.6302 0.8218 -1.4522  0.357
75 H -4.6484 -0.3366 -1.2322  -0.656
76 H -4.5742 1.1033 -2.3864  0.139
77 H -0.8797 -1.9398 -4.2076  0.169
78 H -1.7385 -3.1395 -5.1847  0.312
79 H -1.8548 -3.3167 -3.4478  0.152
80 C 0.8606 -0.1249 -6.9706  -0.582
81 C 0.9841 0.1627 -8.4250  -0.499
82 O 2.3028 -0.1377 -8.8111  -0.313
83 C 3.1761 0.9063 -8.7075  0.784
84 O 2.9287 2.0687 -8.4557  -0.552
85 O 4.3789 0.5155 -9.1803  -0.359
86 C 5.2322 1.5722 -9.6772  -0.624
87 H -0.1961 0.0248 -6.6538  -0.061
88 H 1.4379 0.4816 -6.2812  0.190
89 H 1.0803 -1.1681 -6.8754  0.504
90 H 0.8484 1.2262 -8.6276  0.368
91 H 0.3098 -0.4936 -8.9636  0.301
92 H 5.1684 1.6049 -10.7663  0.259
93 H 6.2235 1.1778 -9.4849  0.243
94 H 5.0990 2.5155 -9.1538  0.311
95 C -5.4223 0.1924 5.3001  -0.956
96 C -4.3388 -0.5512 6.0625  -0.400
97 O -3.0580 -0.2905 5.4361  0.053
98 C -2.0754 -0.8530 6.1247  0.250
99 O -2.1700 -1.6874 7.0540  -0.697
100 O -0.8786 -0.3709 5.6971  0.250
101 C 0.2374 -0.8261 6.4247  -0.722
102 H -5.6628 -0.3262 4.3674  0.039
103 H -5.1339 1.2247 5.1718  0.219
104 H -6.3662 0.1538 5.8713  0.446
105 H -4.5739 -1.6157 6.1764  0.248
106 H -4.2768 -0.1480 7.0649  0.511
107 H 0.0552 -0.8656 7.5103  0.382
108 H 1.0522 -0.1716 6.2183  0.026
109 H 0.5962 -1.7958 6.1035  0.267
110 C -4.9980 3.4445 0.8031  -1.230
111 C -3.6431 3.0105 1.3824  0.146
112 O -2.6384 2.7763 0.3223  -0.473
113 C -2.1040 1.5712 0.0416  -0.037
114 O -2.5816 0.6168 0.6252  0.829
115 O -1.2892 1.4402 -0.9134  -0.409
116 C -0.7060 2.6751 -1.5698  0.199
117 H -5.7091 3.5932 1.6307  0.381
118 H -5.4054 2.5893 0.2320  0.106
119 H -4.9518 4.2869 0.0947  0.353
120 H -3.7274 2.1643 2.1112  -0.054
121 H -3.1205 3.7671 1.9445  0.388
122 H 0.0458 3.1670 -0.9353  -0.248
123 H -1.6012 3.3560 -1.7577  0.353
124 H -0.3039 2.2801 -2.4857  -0.300
125 C 1.7024 -4.8823 -1.9732  -0.988
126 C 0.3192 -4.5221 -2.5363  -0.110
127 O -0.3639 -3.6731 -1.5528  0.116
128 C -0.8916 -4.2067 -0.4329  -0.612
129 O -1.2706 -3.5113 0.5211  0.939
130 O -0.7879 -5.5291 -0.3628  -0.477
131 C -1.3124 -6.1388 0.8397  -0.538
132 H 2.3087 -5.1527 -2.8444  0.487
133 H 1.6242 -5.6942 -1.2588  0.300
134 H 2.1881 -4.1189 -1.4388  -0.110
135 H -0.3296 -5.3187 -2.9204  0.390
136 H 0.5292 -3.8343 -3.4053  0.050
137 H -1.2970 -7.1695 0.5225  0.300
138 H -2.3538 -5.8955 1.1362  0.078
139 H -0.5625 -5.9370 1.5972  0.310
140 Cl 4.0290 -2.8906 -3.3627  -0.181
141 C 5.0413 -2.9340 -1.9327  -0.497
142 C 5.4281 -1.6286 -1.3778  0.188
143 Cl 6.3458 -0.5773 -2.5090  -0.185
144 H 5.8833 -3.5144 -2.2692  0.523
145 H 4.5650 -3.6153 -1.1521  0.151
146 H 6.0068 -1.9280 -0.5221  0.342
147 H 4.5724 -1.0292 -0.9551  -0.364
148 Cl 0.2737 5.8925 2.3056  -0.237
149 C 1.7028 4.7903 2.3653  0.578
150 C 2.8431 5.4831 1.6851  0.534
151 Cl 3.3735 6.9557 2.4967  -0.192
152 H 1.4070 3.8670 1.8846  -0.774
153 H 1.9796 4.5239 3.3907  0.378
154 H 2.6117 5.6186 0.6293  0.195
155 H 3.6679 4.7879 1.8497  -0.488
156 Cl 1.6451 5.0034 -2.0899  -0.185
157 C 2.2863 3.4825 -1.3449  0.595
158 C 2.5330 2.4325 -2.3518  1.279
159 Cl 4.1658 2.6218 -3.1316  -0.208
160 H 1.7722 3.1905 -0.3860  -0.243
161 H 3.2466 3.7661 -0.8657  0.079
162 H 1.7765 2.2638 -3.1190  -0.459
163 H 2.6038 1.4918 -1.8265  -0.665
164 Cl -3.5152 4.3208 4.9180  -0.224
165 C -1.7406 4.1169 5.1559  -0.351
166 C -1.2966 2.6844 4.8881  1.140
167 Cl 0.4118 2.4746 5.3364  -0.178
168 H -1.5149 4.3896 6.2182  0.449
169 H -1.2974 4.8445 4.5235  0.118
170 H -1.4167 2.3921 3.8330  -0.917
171 H -1.9018 1.9861 5.4597  -0.086
172 Cl 4.9745 -4.0115 3.1378  -0.205
173 C 4.9835 -2.5155 4.1586  0.361
174 C 4.9767 -2.7464 5.6589  -0.337
175 Cl 3.6454 -3.7902 6.1392  -0.179
176 H 4.0264 -2.0231 3.9226  -0.473
177 H 5.8874 -1.9495 4.0014  0.400
178 H 4.7714 -1.7512 6.0972  0.085
179 H 5.8595 -3.2494 6.0443  0.409

Computed properties:
**Spin multiplicity**: 2
**E_LUMO (alpha / beta)**: 0.1528 / -3.4376 eV
**E_tot**: -296848.2348 eV
**ΔE to the lowest compared entry with this formula, charge and spin**: 111.4 kJ/mol
**Charge**: 0

=====

# C42H84O42

A 14-piece molecular cluster, C42H84O42 overall in a non-equilibrium geometry (ωB97M-V/def2-TZVPD, the OMol25 dataset).

Each line ends with the Mulliken charge.
Atoms and positions in Å:
1 C -0.1415 1.4921 -4.0025  0.054
2 O 0.1189 1.2241 -5.3858  -0.443
3 C 1.2464 0.5420 -5.7118  0.702
4 O 2.2235 0.3848 -5.0463  -0.425
5 O 1.0359 0.1336 -6.9838  -0.388
6 C 1.9465 -0.8326 -7.5360  -0.604
7 H -0.9347 2.2214 -4.0022  0.287
8 H 0.7227 1.9448 -3.5009  0.160
9 H -0.4621 0.6187 -3.4112  -0.042
10 H 1.7688 -0.9611 -8.5877  0.284
11 H 1.9738 -1.8001 -7.0316  0.211
12 H 2.9565 -0.4569 -7.4299  0.273
13 C -5.0206 0.7025 1.0707  -0.768
14 O -3.7115 1.2146 1.1980  0.227
15 C -3.4948 1.9896 2.2391  0.584
16 O -2.4838 2.6173 2.3514  -0.577
17 O -4.5617 2.0430 3.0778  -0.349
18 C -4.3419 2.8894 4.2065  -0.682
19 H -5.2834 -0.0259 1.8538  0.297
20 H -4.9379 0.1923 0.0982  0.165
21 H -5.7467 1.4989 1.0824  0.372
22 H -4.8428 2.2712 4.9690  0.276
23 H -4.9659 3.7890 4.1442  0.255
24 H -3.2938 3.1232 4.4881  0.293
25 C 7.7678 0.0460 0.4947  -0.436
26 O 6.9634 1.2339 0.9269  -0.387
27 C 6.3625 1.8671 -0.1164  0.825
28 O 6.4751 1.5356 -1.2431  -0.558
29 O 5.6775 2.9255 0.2270  -0.199
30 C 5.4400 3.1665 1.5872  -0.692
31 H 8.4174 -0.0612 1.3556  0.271
32 H 8.3819 0.2445 -0.4146  0.278
33 H 7.1069 -0.8026 0.3810  0.082
34 H 4.7378 2.4443 2.0563  0.240
35 H 4.9978 4.1615 1.6419  0.220
36 H 6.4055 3.2169 2.0923  0.376
37 C -5.5366 -3.8563 -4.0975  -0.737
38 O -4.4729 -3.9795 -3.1605  -0.317
39 C -3.8487 -2.8404 -2.7659  0.897
40 O -4.1601 -1.7401 -2.9723  -0.624
41 O -2.8495 -3.2476 -1.9705  -0.453
42 C -2.1331 -2.2754 -1.1874  1.170
43 H -5.8309 -2.8163 -4.0336  0.384
44 H -6.3016 -4.5675 -3.8381  0.241
45 H -5.2029 -4.0468 -5.1369  0.183
46 H -1.5456 -2.7436 -0.4039  -0.585
47 H -2.8263 -1.5686 -0.6807  0.015
48 H -1.5469 -1.5902 -1.7928  -0.152
49 C 4.8388 2.2204 -4.0743  -0.084
50 O 4.9146 3.5895 -3.7691  -0.372
51 C 3.8872 4.4012 -3.2917  0.828
52 O 2.7917 4.1010 -2.9069  -0.532
53 O 4.3749 5.6474 -3.4110  -0.373
54 C 3.6640 6.6909 -2.7468  -0.631
55 H 5.3532 2.1988 -5.0378  0.345
56 H 3.8601 1.7368 -4.1572  -0.043
57 H 5.4943 1.5958 -3.4162  0.078
58 H 2.5682 6.6448 -2.8772  0.340
59 H 3.9580 7.7025 -3.0983  0.288
60 H 3.8280 6.6455 -1.6811  0.236
61 C -0.2915 9.5256 -0.3796  -0.707
62 O 0.0437 8.3527 0.4132  -0.360
63 C 0.7182 7.3733 -0.2337  0.662
64 O 1.1760 7.4588 -1.2838  -0.462
65 O 0.7702 6.3470 0.6855  -0.367
66 C 1.3642 5.1148 0.2157  -0.106
67 H -0.4017 9.2906 -1.4625  0.296
68 H 0.4547 10.3005 -0.3304  0.288
69 H -1.2587 9.9377 -0.1041  0.287
70 H 0.6764 4.5075 -0.3414  0.082
71 H 1.6522 4.4832 1.0676  0.270
72 H 2.2253 5.2316 -0.4506  0.074
73 C -1.5456 -4.6852 -5.9578  -0.661
74 O -1.3801 -3.7305 -4.8691  -0.042
75 C -0.1172 -3.4638 -4.4860  0.476
76 O 0.8766 -3.8981 -4.9708  -0.555
77 O -0.1829 -2.5769 -3.4446  0.136
78 C 1.0576 -2.1122 -2.8536  -0.744
79 H -2.6412 -4.6784 -6.0460  0.121
80 H -1.1645 -5.6784 -5.6317  0.289
81 H -1.0181 -4.3046 -6.8436  0.269
82 H 0.8305 -1.5498 -1.9252  0.021
83 H 1.5999 -1.4360 -3.5700  0.006
84 H 1.7386 -2.9422 -2.6371  0.275
85 C -6.1701 3.6436 -3.9740  -0.643
86 O -4.7548 3.2054 -3.8665  -0.369
87 C -4.2995 2.6464 -2.7724  0.754
88 O -5.0083 2.4121 -1.8016  -0.603
89 O -2.9781 2.5317 -2.8277  -0.231
90 C -2.2981 2.1479 -1.6889  -0.105
91 H -6.7794 2.8574 -4.4146  0.260
92 H -6.1670 4.5510 -4.5735  0.239
93 H -6.4843 3.8551 -2.9310  0.310
94 H -2.6124 2.6963 -0.7878  0.456
95 H -1.2333 2.3609 -1.8208  -0.216
96 H -2.4611 1.0968 -1.5592  0.064
97 C 4.5459 -1.8346 -2.4763  -0.806
98 O 3.8147 -1.2981 -1.3526  0.746
99 C 4.2085 -1.6821 -0.1326  -0.311
100 O 5.2251 -2.1211 0.1712  -0.543
101 O 3.1413 -1.3904 0.6682  0.400
102 C 3.1121 -1.9452 1.9883  -0.748
103 H 5.6039 -1.6484 -2.3553  0.292
104 H 4.2915 -1.2993 -3.3726  0.170
105 H 4.3725 -2.9092 -2.6004  0.162
106 H 3.7861 -1.4444 2.6964  0.223
107 H 3.4361 -2.9860 1.9639  0.334
108 H 2.1037 -1.8707 2.3644  0.024
109 C -2.4325 -1.4168 6.2864  -0.332
110 O -3.5826 -1.1667 7.0649  -0.293
111 C -4.0885 -2.2384 7.7082  0.658
112 O -3.7176 -3.3270 7.6463  -0.468
113 O -5.1093 -1.6927 8.4606  -0.324
114 C -5.7233 -2.5591 9.3958  -0.719
115 H -2.6794 -1.8133 5.2918  0.090
116 H -1.7318 -2.1497 6.7079  0.384
117 H -1.8399 -0.5242 6.0816  0.132
118 H -5.1247 -2.9660 10.2029  0.311
119 H -6.3130 -3.3358 8.9322  0.307
120 H -6.4189 -1.9237 9.9418  0.264
121 C -0.3519 1.7787 4.6801  -0.032
122 O 0.1548 1.0074 5.8076  -0.111
123 C 1.3714 1.4442 6.2632  0.539
124 O 2.0639 2.2786 5.7992  -0.506
125 O 1.5963 0.6560 7.3766  -0.278
126 C 2.6155 1.2091 8.2448  -0.678
127 H -1.3949 1.4506 4.5313  -0.211
128 H 0.2948 1.5859 3.8212  0.021
129 H -0.3344 2.8455 4.8935  0.434
130 H 2.5437 0.6749 9.2045  0.217
131 H 2.3954 2.2644 8.3299  0.321
132 H 3.6025 1.0691 7.8377  0.278
133 C 3.1658 -6.4811 -3.0827  -0.755
134 O 2.8991 -5.4913 -2.0838  -0.180
135 C 1.8180 -5.7275 -1.2819  0.563
136 O 1.1967 -6.7105 -1.1554  -0.531
137 O 1.7252 -4.6058 -0.5355  0.016
138 C 0.5700 -4.3697 0.2994  -0.289
139 H 2.4225 -6.4544 -3.8732  0.250
140 H 3.0954 -7.4499 -2.5601  0.340
141 H 4.1345 -6.2511 -3.4999  0.224
142 H 0.4778 -5.1340 1.0886  0.491
143 H -0.3054 -4.4038 -0.3222  0.268
144 H 0.6727 -3.4676 0.9116  -0.349
145 C -1.4544 -4.6264 4.2515  -0.186
146 O -2.7312 -4.8146 3.6842  -0.368
147 C -3.0128 -4.3560 2.4014  0.466
148 O -2.2429 -3.8954 1.6150  -0.177
149 O -4.3625 -4.5979 2.2887  -0.345
150 C -4.9124 -4.6126 0.9445  -0.469
151 H -0.6846 -4.9588 3.5732  0.184
152 H -1.3657 -5.1249 5.2116  0.253
153 H -1.3410 -3.5423 4.3940  -0.049
154 H -5.9910 -4.5026 0.9802  0.362
155 H -4.6988 -5.5743 0.4630  0.300
156 H -4.5911 -3.8140 0.2625  0.002
157 C -0.8892 -0.8915 2.0508  0.245
158 O 0.2536 -0.1079 1.8405  -0.237
159 C 0.4997 0.3407 0.5626  0.478
160 O -0.1063 0.0357 -0.4257  0.307
161 O 1.5649 1.1460 0.6724  -0.228
162 C 2.0925 1.7529 -0.6082  0.017
163 H -1.7669 -0.5695 1.4796  -0.150
164 H -1.1973 -0.7427 3.0839  -0.041
165 H -0.7598 -1.9760 1.8958  -0.078
166 H 2.9601 2.3787 -0.3810  0.120
167 H 1.3303 2.3495 -1.0700  -0.116
168 H 2.3808 0.9605 -1.3209  -0.029

Computed properties:
**E_LUMO**: 0.4516 eV
**E_tot**: -130908.5226 eV
**ΔE to the lowest compared entry with this formula, charge and spin**: 335.2 kJ/mol
**Charge**: 0